The following is a DFT calculation (ωB97M-V/def2-TZVPD) of a single C18H20N2O3S molecule.

Positions of all 44 atoms, in Å:
C: -2.991 -3.701 -0.099
C: -2.064 -2.843 -0.957
O: -0.979 -2.317 -0.222
C: -1.134 -1.185 0.507
C: -2.329 -0.503 0.707
C: -2.377 0.615 1.522
C: -1.242 1.070 2.164
C: -0.040 0.418 1.960
C: 0.024 -0.687 1.127
N: 1.270 -1.317 0.913
C: 1.798 -1.610 -0.293
O: 1.270 -1.401 -1.366
C: 3.206 -2.173 -0.203
S: 4.330 -0.954 0.562
C: 4.041 0.482 -0.532
C: 2.867 1.330 -0.054
O: 2.908 1.923 1.002
N: 1.827 1.361 -0.925
C: 0.609 2.039 -0.771
C: 0.468 3.152 0.050
C: -0.756 3.791 0.131
C: -1.840 3.335 -0.598
C: -1.698 2.226 -1.417
C: -0.481 1.582 -1.508
H: -3.777 -4.123 -0.720
H: -2.427 -4.512 0.354
H: -3.445 -3.114 0.695
H: -1.594 -3.462 -1.726
H: -2.619 -2.040 -1.454
H: -3.237 -0.840 0.233
H: -3.319 1.125 1.660
H: -1.284 1.934 2.808
H: 0.866 0.779 2.424
H: 1.899 -1.333 1.706
H: 3.572 -2.422 -1.200
H: 3.246 -3.053 0.437
H: 4.951 1.077 -0.445
H: 3.927 0.117 -1.551
H: 1.803 0.662 -1.659
H: 1.308 3.505 0.624
H: -0.860 4.656 0.769
H: -2.792 3.840 -0.530
H: -2.539 1.864 -1.989
H: -0.365 0.710 -2.136

Results
E_HOMO: -8.127 eV
frontier orbital gap: 8.784 eV
ΔE to the lowest compared entry with this formula, charge and spin: 55.54 kJ/mol
total energy: -38949.6256 eV
structure (SMILES): CCOc1ccccc1NC(=O)CSCC(=O)Nc1ccccc1

The following is a DFT calculation (ωB97M-V/def2-TZVPD) of a single C18H20N2O5 molecule in a non-equilibrium geometry.

Positions of all 45 atoms, in Å:
N: 3.579 1.054 0.210
C: 2.181 0.630 0.352
C: 1.388 1.940 -0.008
C: 0.975 2.785 1.123
C: -0.408 2.968 1.523
C: -0.719 3.846 2.663
C: 0.353 4.555 3.279
O: 0.181 5.325 4.449
C: 1.656 4.358 2.790
C: 2.052 3.372 1.824
C: 2.000 -0.402 -0.765
O: 2.793 -0.531 -1.682
N: 0.778 -0.973 -0.726
C: -0.315 -0.778 0.223
C: -1.593 -0.829 -0.535
C: -1.605 -2.057 -1.504
C: -1.201 -1.930 -2.825
C: -1.676 -2.948 -3.705
C: -2.479 -4.090 -3.251
O: -2.785 -4.907 -4.280
C: -2.771 -4.128 -1.959
C: -2.569 -2.992 -1.132
C: -0.249 -1.875 1.233
O: -1.318 -2.169 1.777
O: 0.777 -2.527 1.218
H: 4.109 0.243 0.521
H: 3.765 0.787 -0.731
H: 1.916 0.338 1.421
H: 2.392 2.472 -0.570
H: 0.535 1.842 -0.802
H: -1.234 2.261 1.190
H: -1.705 3.794 3.208
H: -0.580 4.903 5.027
H: 2.436 5.047 3.124
H: 3.137 2.967 1.558
H: 0.836 -1.770 -1.461
H: -0.253 0.162 0.694
H: -1.879 0.280 -0.884
H: -2.368 -1.103 0.316
H: -0.789 -1.069 -3.151
H: -1.567 -2.797 -4.796
H: -3.009 -5.836 -3.817
H: -3.205 -5.049 -1.454
H: -2.932 -3.008 -0.184
H: 1.370 -2.161 0.497

Results
E_HOMO: -8.591 eV
frontier orbital gap: 9.021 eV
ΔE to the lowest compared entry with this formula, charge and spin: 587.69 kJ/mol
total energy: -32203.5630 eV
structure (SMILES): N[C@@H](Cc1ccc(O)cc1)C(=O)N[C@@H](Cc1ccc(O)cc1)C(=O)O

The following is a DFT calculation (ωB97M-V/def2-TZVPD) of a single C18H20N2S molecule in a non-equilibrium geometry.

Positions of all 41 atoms, in Å:
C: -3.120 2.276 -3.339
C: -3.329 1.573 -1.986
C: -2.891 0.148 -2.010
S: -3.849 -1.101 -2.809
C: -2.745 -2.357 -2.378
C: -1.671 -1.831 -1.659
C: -1.709 -0.377 -1.454
N: -0.690 0.330 -0.869
C: 0.177 1.201 -1.745
C: 1.654 0.741 -1.664
C: 2.092 0.501 -0.199
C: 1.140 -0.531 0.457
C: 1.637 -0.830 1.878
C: 1.599 -2.157 2.349
C: 2.028 -2.459 3.670
C: 2.464 -1.444 4.522
C: 2.416 -0.122 4.118
C: 2.808 0.956 4.987
N: 3.215 1.810 5.669
C: 2.023 0.180 2.792
C: -0.259 0.078 0.517
H: -2.078 2.290 -3.633
H: -3.442 3.292 -3.346
H: -3.693 1.736 -4.145
H: -4.393 1.586 -1.805
H: -2.781 2.091 -1.205
H: -2.903 -3.396 -2.653
H: -0.821 -2.426 -1.319
H: -0.107 1.163 -2.820
H: 0.021 2.252 -1.477
H: 1.748 -0.198 -2.256
H: 2.374 1.460 -2.097
H: 3.100 0.094 -0.175
H: 2.102 1.462 0.298
H: 1.142 -1.432 -0.162
H: 1.256 -2.967 1.726
H: 2.020 -3.463 4.063
H: 2.667 -1.706 5.567
H: 1.989 1.237 2.526
H: -0.241 0.973 1.078
H: -0.951 -0.633 0.990

Results
E_HOMO: -7.987 eV
frontier orbital gap: 8.284 eV
ΔE to the lowest compared entry with this formula, charge and spin: 89.63 kJ/mol
total energy: -32805.1217 eV
structure (SMILES): CCc1sccc1N1CCC[C@@H](c2cccc(C#N)c2)C1

The following is a DFT calculation (ωB97M-V/def2-TZVPD) of 2 unconnected molecules or ions with the total composition C18H20N3O3 in a non-equilibrium geometry.

Positions of all 44 atoms, in Å:
C: -3.778 -0.298 1.480
C: -2.573 0.600 1.603
O: -1.414 -0.173 1.978
C: -0.279 0.608 1.955
C: 0.880 -0.226 2.181
C: 2.180 0.198 1.795
C: 3.234 -0.871 1.542
O: 2.497 1.390 1.653
O: -0.349 1.808 1.723
H: -4.698 0.292 1.406
H: -3.695 -0.920 0.581
H: -3.913 -0.960 2.343
H: -2.375 1.085 0.630
H: -2.741 1.377 2.367
H: 0.684 -1.226 2.555
H: 2.814 -1.880 1.486
H: 3.785 -0.674 0.613
H: 3.969 -0.823 2.354
C: 6.179 -3.067 7.305
N: 4.947 -3.769 7.627
C: 5.158 -5.002 8.362
C: 3.703 -3.380 7.118
C: 3.201 -3.958 5.924
C: 2.038 -3.467 5.358
C: 1.324 -2.398 5.944
C: 0.114 -1.883 5.340
C: -0.835 -2.730 4.826
C: -2.016 -2.250 4.223
N: -3.028 -1.889 3.771
C: -0.747 -4.155 4.892
N: -0.694 -5.326 4.937
C: 1.833 -1.832 7.140
C: 2.972 -2.330 7.739
H: 5.983 -2.142 6.752
H: 6.719 -2.819 8.228
H: 6.838 -3.702 6.696
H: 4.197 -5.474 8.592
H: 5.774 -5.699 7.773
H: 5.685 -4.774 9.300
H: 3.762 -4.772 5.457
H: 1.690 -3.886 4.415
H: -0.069 -0.800 5.350
H: 1.293 -1.002 7.594
H: 3.335 -1.931 8.695

Results
E_HOMO: -3.286 eV
frontier orbital gap: 4.667 eV
charge: -1
total energy: -29602.0836 eV

The following is a DFT calculation (ωB97M-V/def2-TZVPD) of a molecular structure, C18H20N3O5V in a non-equilibrium geometry.

Positions of all 47 atoms, in Å:
V: 0.514 -0.919 0.516
O: 2.772 -1.086 0.646
C: 3.535 0.099 0.349
C: 2.814 1.224 1.027
N: 1.418 1.317 0.556
C: 1.308 1.800 -0.825
C: 1.219 0.653 -1.801
O: 1.459 0.675 -2.956
O: 0.786 -0.513 -1.164
C: 0.584 1.979 1.561
C: 0.072 0.970 2.566
O: -0.561 1.209 3.531
O: 0.380 -0.341 2.169
H: 3.232 -1.867 0.320
H: 4.543 0.003 0.751
H: 3.604 0.232 -0.733
H: 2.794 1.027 2.099
H: 3.337 2.171 0.863
H: 0.400 2.398 -0.945
H: 2.160 2.418 -1.114
H: 1.112 2.762 2.110
H: -0.277 2.433 1.073
C: -2.516 -0.166 0.371
N: -1.460 -1.193 0.337
C: -1.786 -2.453 0.269
C: -0.758 -3.410 0.403
C: -0.702 -4.783 0.509
C: 0.640 -5.104 0.780
C: 1.339 -3.915 0.834
N: 0.506 -2.865 0.598
C: -2.371 0.936 -0.646
C: -2.074 0.685 -1.982
C: -2.009 1.730 -2.892
C: -2.262 3.035 -2.481
C: -2.592 3.292 -1.156
C: -2.642 2.242 -0.245
H: -2.521 0.288 1.365
H: -3.473 -0.685 0.269
H: -2.830 -2.736 0.169
H: -1.531 -5.466 0.413
H: 1.054 -6.086 0.934
H: 2.387 -3.773 1.046
H: -1.876 -0.327 -2.315
H: -1.763 1.527 -3.926
H: -2.217 3.845 -3.197
H: -2.816 4.301 -0.835
H: -2.930 2.437 0.783

Results
E_HOMO (spin up / spin down): -11.720 / -11.727 eV
frontier orbital gap (spin up / spin down): 7.074 / 7.576 eV
charge: +1
ΔE to the lowest compared entry with this formula, charge and spin: 0.00 kJ/mol
2S+1: 2
total energy: -59382.4287 eV

The following is a DFT calculation (ωB97M-V/def2-TZVPD) of a single C18H20N4O2S2 molecule in a non-equilibrium geometry.

Positions of all 46 atoms, in Å:
C: -4.683 -0.055 -1.164
C: -3.704 0.840 -0.406
C: -4.331 2.213 -0.169
C: -3.305 0.161 0.909
C: -2.155 0.850 1.648
N: -0.954 0.891 0.854
C: -0.364 2.103 0.332
N: 0.793 1.657 -0.421
S: 2.162 2.653 -0.594
O: 1.948 3.732 0.324
O: 2.353 2.955 -1.973
C: 3.473 1.622 -0.038
C: 4.469 1.077 -0.786
C: 5.316 0.254 -0.016
C: 4.936 0.191 1.288
S: 3.541 1.142 1.609
C: 0.872 0.290 -0.334
N: 1.795 -0.472 -0.810
C: 1.612 -1.813 -0.549
C: 2.561 -2.721 -1.027
C: 2.416 -4.065 -0.780
C: 1.322 -4.534 -0.051
C: 0.379 -3.660 0.434
C: 0.504 -2.284 0.200
N: -0.442 -1.437 0.721
C: -0.246 -0.183 0.446
H: -4.236 -1.024 -1.370
H: -5.586 -0.211 -0.576
H: -4.965 0.402 -2.110
H: -2.806 0.960 -1.022
H: -3.634 2.894 0.314
H: -4.631 2.657 -1.115
H: -5.214 2.120 0.459
H: -2.988 -0.862 0.699
H: -4.168 0.121 1.575
H: -2.411 1.875 1.919
H: -1.942 0.287 2.563
H: -0.048 2.792 1.131
H: -1.058 2.639 -0.335
H: 4.566 1.265 -1.839
H: 6.165 -0.270 -0.416
H: 5.395 -0.359 2.085
H: 3.395 -2.333 -1.591
H: 3.149 -4.765 -1.153
H: 1.219 -5.593 0.134
H: -0.471 -4.003 1.002

Results
E_HOMO: -7.853 eV
frontier orbital gap: 7.999 eV
ΔE to the lowest compared entry with this formula, charge and spin: 124.29 kJ/mol
total energy: -50716.2963 eV
structure (SMILES): CC(C)CCN1CN(S(=O)(=O)c2cccs2)c2nc3ccccc3nc21

The following is a DFT calculation (ωB97M-V/def2-TZVPD) of a single C18H20N4O4 molecule in a non-equilibrium geometry.

Positions of all 46 atoms, in Å:
C: -5.131 -3.508 -0.479
O: -5.361 -2.152 -0.769
C: -4.405 -1.237 -0.433
C: -4.692 0.088 -0.746
C: -3.791 1.090 -0.444
C: -2.587 0.786 0.172
N: -1.621 1.733 0.527
C: -1.555 3.042 0.218
O: -2.364 3.679 -0.419
C: -0.270 3.678 0.789
C: 0.918 2.989 0.198
C: 1.511 3.567 -1.056
N: 1.287 1.920 0.782
N: 2.314 1.177 0.321
C: 2.674 -0.004 0.886
O: 2.152 -0.520 1.852
C: 3.827 -0.628 0.158
C: 4.352 -1.835 0.607
C: 5.414 -2.392 -0.084
C: 5.909 -1.725 -1.194
C: 5.315 -0.525 -1.562
N: 4.303 0.013 -0.908
C: -2.289 -0.553 0.483
O: -1.074 -0.749 1.072
C: -0.689 -2.041 1.471
C: -3.197 -1.556 0.184
H: -4.250 -3.890 -1.006
H: -6.015 -4.038 -0.829
H: -5.013 -3.677 0.597
H: -5.630 0.313 -1.225
H: -4.011 2.117 -0.686
H: -0.821 1.333 1.012
H: -0.284 3.542 1.871
H: -0.276 4.740 0.547
H: 1.743 2.786 -1.780
H: 0.811 4.262 -1.510
H: 2.433 4.103 -0.825
H: 2.856 1.457 -0.497
H: 3.921 -2.302 1.479
H: 5.849 -3.328 0.235
H: 6.735 -2.122 -1.763
H: 5.665 0.033 -2.420
H: 0.299 -1.911 1.909
H: -0.626 -2.724 0.617
H: -1.376 -2.452 2.218
H: -2.961 -2.578 0.430

Results
E_HOMO: -7.420 eV
frontier orbital gap: 7.437 eV
ΔE to the lowest compared entry with this formula, charge and spin: 227.44 kJ/mol
total energy: -33140.5450 eV
structure (SMILES): COc1ccc(NC(=O)C/C(C)=N/NC(=O)c2ccccn2)c(OC)c1

The following is a DFT calculation (ωB97M-V/def2-TZVPD) of a molecular structure, C18H20N4O4S2V in a non-equilibrium geometry.

Positions of all 49 atoms, in Å:
V: -1.017 1.381 -1.030
O: 1.023 1.615 -1.249
N: 1.597 2.792 -1.032
C: 2.938 2.776 -0.831
C: 3.638 3.926 -0.607
C: 2.940 5.138 -0.588
C: 1.584 5.136 -0.771
C: 0.869 3.940 -0.975
S: -0.831 3.907 -1.114
H: 3.360 1.784 -0.881
H: 4.705 3.881 -0.454
H: 3.462 6.070 -0.423
H: 1.014 6.053 -0.747
S: -3.377 1.170 -0.132
C: -2.539 1.541 1.301
N: -1.839 0.571 1.950
C: -1.068 0.775 3.038
C: -1.018 2.009 3.615
C: -1.745 3.049 3.013
C: -2.481 2.827 1.878
H: -1.768 -0.329 1.485
H: -0.507 -0.085 3.370
H: -0.413 2.174 4.492
H: -1.710 4.044 3.437
H: -3.014 3.624 1.382
C: 2.019 -2.476 -1.982
C: 1.512 -3.268 -0.782
C: 0.005 -3.080 -0.468
C: -0.367 -3.943 0.745
C: -1.832 -3.820 1.145
C: -0.781 -3.573 -1.680
O: -0.859 -4.741 -1.981
N: -1.383 -2.600 -2.450
C: -1.312 -1.237 -2.217
O: -1.791 -0.438 -3.015
N: -0.751 -0.790 -1.073
C: -0.221 -1.605 -0.151
O: 0.120 -1.162 0.950
H: 3.087 -2.649 -2.121
H: 1.870 -1.403 -1.851
H: 1.518 -2.779 -2.903
H: 2.058 -2.978 0.118
H: 1.673 -4.336 -0.940
H: 0.276 -3.646 1.573
H: -0.139 -4.979 0.492
H: -2.073 -2.813 1.492
H: -2.073 -4.509 1.954
H: -2.494 -4.054 0.308
H: -1.864 -2.887 -3.291

Results
E_HOMO (spin up / spin down): -7.621 / -8.303 eV
frontier orbital gap (spin up / spin down): 7.349 / 7.913 eV
ΔE to the lowest compared entry with this formula, charge and spin: 3.68 kJ/mol
2S+1: 4
total energy: -80501.8591 eV

The following is a DFT calculation (ωB97M-V/def2-TZVPD) of a molecular structure, C18H20N6O2ReS.

Positions of all 48 atoms, in Å:
Re: -0.088 0.984 -0.429
C: -5.188 0.424 0.850
N: -4.355 -0.496 0.051
C: -4.758 -1.738 -0.376
C: -3.737 -2.285 -1.070
N: -2.693 -1.360 -1.080
C: -3.109 -0.287 -0.363
S: -2.183 1.094 0.177
C: -1.506 -1.524 -1.854
C: -1.526 -2.491 -2.842
C: -0.397 -2.754 -3.600
C: 0.753 -2.021 -3.353
C: 0.696 -1.038 -2.399
N: -0.406 -0.751 -1.646
H: -6.158 -0.042 0.996
H: -5.323 1.361 0.315
H: -4.730 0.596 1.822
H: -5.734 -2.136 -0.147
H: -3.679 -3.256 -1.527
H: -2.430 -3.039 -3.053
H: -0.424 -3.515 -4.371
H: 1.670 -2.188 -3.901
H: 1.571 -0.435 -2.208
C: 2.854 2.932 -3.778
O: 2.328 3.558 -2.537
C: 1.553 2.983 -1.734
O: 1.117 1.770 -1.865
N: 1.183 3.682 -0.650
N: 0.169 3.110 0.152
H: 3.617 3.624 -4.111
H: 2.039 2.872 -4.493
H: 3.275 1.963 -3.533
H: 1.426 4.664 -0.546
H: -0.683 3.663 0.012
H: 0.422 3.221 1.138
N: 0.878 0.364 1.094
C: 1.461 -0.036 2.048
C: 2.128 -0.495 3.140
C: 3.065 0.354 3.812
C: 3.725 -0.126 4.906
C: 3.474 -1.431 5.359
C: 2.557 -2.271 4.709
C: 1.886 -1.827 3.606
H: 3.248 1.357 3.450
H: 4.441 0.496 5.427
H: 4.003 -1.798 6.230
H: 2.387 -3.271 5.084
H: 1.180 -2.463 3.089

Results
E_HOMO (spin up / spin down): -20.754 / -20.754 eV
frontier orbital gap (spin up / spin down): 6.024 / 5.991 eV
charge: +4
2S+1: 2
total energy: -44949.9166 eV

The following is a DFT calculation (ωB97M-V/def2-TZVPD) of a molecular structure, C18H20N8O4PRuS3Sb in a non-equilibrium geometry.

Positions of all 56 atoms, in Å:
Ru: -0.028 0.010 0.338
C: -0.401 -5.159 -2.386
N: 0.347 -4.050 -1.869
C: 1.673 -4.026 -1.577
C: 1.940 -2.769 -1.110
N: 0.807 -2.031 -1.097
C: -0.144 -2.821 -1.567
P: -1.848 -2.335 -1.971
C: -2.399 -2.025 -0.260
N: -1.735 -1.367 0.680
C: -2.533 -1.346 1.776
C: -3.694 -2.010 1.494
N: -3.600 -2.440 0.210
C: -4.580 -3.187 -0.528
C: -1.474 -0.595 -2.377
N: -0.819 0.295 -1.637
C: -0.851 1.463 -2.322
C: -1.522 1.279 -3.496
N: -1.916 -0.020 -3.525
C: -2.689 -0.663 -4.548
H: 0.238 -6.040 -2.399
H: -1.271 -5.360 -1.755
H: -0.743 -4.953 -3.404
H: 2.312 -4.871 -1.726
H: 2.879 -2.360 -0.812
H: -2.243 -0.865 2.693
H: -4.564 -2.181 2.091
H: -5.459 -3.338 0.093
H: -4.869 -2.642 -1.427
H: -4.177 -4.159 -0.819
H: -0.408 2.362 -1.938
H: -1.740 1.965 -4.289
H: -2.837 0.034 -5.371
H: -2.172 -1.550 -4.918
H: -3.663 -0.965 -4.157
C: 3.517 -1.706 1.564
C: 3.500 -0.546 0.641
N: 2.424 0.116 0.274
C: 2.841 1.198 -0.437
C: 4.214 1.179 -0.544
N: 4.606 0.059 0.149
C: 5.190 2.042 -1.258
O: 4.695 3.048 -1.938
O: 6.371 1.785 -1.211
C: 1.854 2.285 -0.709
O: 2.149 3.192 -1.499
O: 0.800 2.198 -0.026
H: 2.510 -2.110 1.648
H: 3.818 -1.362 2.552
H: 4.205 -2.481 1.231
H: 5.575 -0.197 0.279
H: 3.686 3.157 -1.842
S: -1.845 1.854 4.547
Sb: -0.480 2.229 2.688
S: -2.065 1.713 0.965
S: 0.510 -0.063 2.554

Results
E_HOMO (spin up / spin down): -7.004 / -7.030 eV
frontier orbital gap (spin up / spin down): 6.801 / 5.572 eV
2S+1: 5
total energy: -90017.3721 eV